DFT (the ωB97M-V functional and the def2-TZVPD basis) results for a structure of composition C31H26BaBr2N6O6PS in a non-equilibrium geometry.

```
74
Properties=species:S:1:pos:R:3:mulliken_charge:R:1
Ba 0.58 2.12 0.22 1.5113
Br -7.66 1.56 -1.00 -0.2807
Br -3.60 -2.08 -1.28 -0.2286
S 3.72 3.34 -1.15 -0.2929
P 0.24 -3.14 2.04 -0.2162
O -0.59 3.69 2.36 -0.4964
O 2.69 -1.19 -0.51 -1.1006
O 1.17 2.59 3.09 -0.6097
O 1.05 -0.42 0.88 -0.3170
O 0.44 4.31 4.27 -0.5888
O -1.57 0.51 -0.65 -0.4699
N 4.37 0.84 -0.64 -0.4799
N 1.60 1.90 -2.57 0.0597
N -0.19 2.26 -5.47 -0.4918
N 2.58 1.12 -2.01 -0.1165
N -2.48 2.93 0.03 0.1024
N 0.33 3.60 3.21 0.8318
C -5.18 3.73 -0.35 -0.6225
C 0.14 -1.94 4.52 -0.3792
C -2.79 0.69 -0.63 0.5647
C -2.86 4.15 0.16 -0.3733
C -5.23 0.06 -0.91 -0.5085
C 1.22 -2.77 0.52 -0.6778
C -4.18 4.65 -0.06 -0.8761
C -3.88 -0.28 -0.87 0.1277
C 1.81 -7.00 1.39 -0.8086
C 2.33 -2.31 3.66 0.0153
C -1.13 3.00 -6.02 -0.1959
C -3.40 2.00 -0.37 -0.5440
C 1.74 -1.31 0.31 0.6188
C 0.69 -1.28 5.61 -0.5671
C 0.57 2.75 -4.51 0.1701
C 2.06 -1.04 5.69 -0.4512
C -1.38 4.34 -5.64 -0.5251
C 0.54 -4.97 2.02 0.3903
C 0.90 -2.50 3.56 0.3907
C 0.32 4.02 -3.96 -0.3525
C -4.81 2.39 -0.56 1.0515
C 1.58 1.89 -3.86 0.3884
C 2.62 1.14 -4.69 -1.2871
C -0.26 -7.24 2.60 -0.6129
C 1.76 -5.60 1.59 -0.0158
C 2.91 -1.61 4.69 -0.7005
C -0.74 4.81 -4.50 -0.5548
C 0.85 -7.81 1.92 -0.2066
C -0.32 -5.83 2.72 -0.4115
C 3.52 1.68 -1.25 0.1243
C -5.71 1.35 -0.89 -0.3648
H -5.92 -0.76 -1.03 0.3678
H -0.88 5.84 -4.13 0.4069
H 2.13 -3.38 0.46 0.2507
H -1.03 -7.85 3.05 0.3808
H 5.00 1.36 -0.10 0.2365
H 2.70 -7.44 0.93 0.3217
H 0.03 -0.99 6.42 0.3539
H 2.98 -2.73 2.89 0.2490
H 0.98 4.40 -3.18 0.4837
H 2.37 0.87 -5.74 0.4038
H 0.61 -3.21 -0.35 0.3312
H -6.19 4.02 -0.47 0.3882
H 2.45 -0.49 6.50 0.4660
H 0.97 -8.90 1.74 0.3120
H -2.06 4.82 0.43 0.4646
H -2.00 4.97 -6.24 0.3899
H 2.97 0.17 -4.29 0.3234
H -0.93 -2.03 4.51 0.3736
H -1.68 2.44 -6.78 0.4171
H 3.99 -1.40 4.70 0.3411
H -4.32 5.70 0.09 0.3954
H 2.63 -4.96 1.41 0.3171
H 3.96 0.04 -0.21 0.3314
H 2.42 0.12 -1.76 0.3445
H -1.14 -5.44 3.26 0.3958
H 3.55 1.72 -4.83 0.3315
```

## Properties
E_LUMO (eV): 1.7
Net charge: -1
Orbital gap (eV): 6.285
Energy relative to the best compared isomer or geometry (same formula, charge and spin) (kcal/mol): 0.00

***

DFT (the ωB97M-V functional and the def2-TZVPD basis) results for a structure of composition C18H47AsF6N2O10PS3 in a non-equilibrium geometry.

```
88
Properties=species:S:1:pos:R:3:mulliken_spin:R:1
As 4.34 -10.69 -25.44 0.0004
S 1.91 -4.15 -27.07 0.0145
S 6.20 -15.02 -29.49 0.0000
S 4.86 -9.50 -31.86 0.0003
P -0.11 -16.21 -26.54 0.0000
F 5.61 -10.56 -24.15 0.0000
F 4.84 -9.16 -26.12 -0.0003
F 3.10 -9.78 -24.47 0.0000
F 5.52 -11.67 -26.44 0.0000
F 3.94 -12.25 -24.69 0.0000
F 3.05 -10.93 -26.67 0.0003
O 1.65 -3.28 -28.24 0.2534
O 0.30 -14.70 -27.11 0.0000
O 5.32 -8.30 -32.65 0.0002
O 6.97 -16.25 -29.21 0.0000
O -1.68 -16.31 -26.70 0.0000
O 0.31 -16.47 -25.15 0.0000
O 0.45 -17.28 -27.58 0.0000
O 5.64 -10.72 -31.91 0.0002
O 1.92 -3.49 -25.75 0.2842
O 4.86 -14.92 -28.92 0.0000
N 4.96 -14.70 -25.67 0.0000
N 5.32 -12.48 -21.84 0.0000
C 3.51 -5.18 -27.29 0.1973
C 1.75 -6.93 -26.98 0.0170
C 7.77 -13.83 -31.35 0.0000
C 1.82 -13.25 -28.05 0.0000
C 0.43 -18.61 -27.18 0.0000
C -0.81 -19.19 -26.59 0.0000
C 1.48 -14.10 -26.75 0.0000
C 0.83 -5.72 -27.10 0.1713
C 3.40 -10.08 -29.60 0.0007
C -2.50 -15.33 -26.11 0.0000
C 2.51 -10.41 -30.82 -0.0002
C -2.70 -14.26 -27.13 0.0000
C 3.02 -6.58 -27.77 -0.0120
C 6.37 -14.42 -31.17 0.0000
C 3.10 -9.76 -32.18 0.0001
C 7.14 -13.57 -28.80 0.0002
C 7.95 -12.94 -29.96 0.0000
C 4.61 -9.04 -29.96 -0.0006
H -2.24 -15.03 -25.09 0.0000
H 0.18 -5.58 -26.23 0.0026
H 0.24 -5.63 -28.01 0.0100
H 4.34 -13.98 -25.34 0.0000
H 6.14 -15.35 -31.69 0.0000
H -3.19 -14.61 -28.03 0.0000
H 5.43 -9.21 -29.25 0.0001
H -1.77 -13.79 -27.44 0.0000
H 1.17 -13.40 -25.97 0.0000
H 5.01 -11.59 -22.22 0.0000
H 3.69 -7.37 -27.42 0.0333
H -1.21 -18.83 -25.64 0.0000
H 2.26 -14.76 -26.37 0.0000
H 3.83 -11.03 -29.29 0.0000
H 2.93 -6.77 -28.84 -0.0100
H 2.72 -12.64 -28.09 0.0000
H 8.99 -12.66 -29.78 0.0000
H 5.86 -14.49 -25.26 0.0000
H 1.98 -7.15 -25.94 -0.0025
H 4.00 -5.23 -26.32 0.0109
H 1.38 -18.71 -26.65 0.0000
H 2.60 -11.48 -30.98 0.0000
H 1.44 -10.19 -30.71 0.0000
H 0.80 -19.04 -28.10 0.0000
H 7.42 -12.02 -30.21 0.0000
H 5.01 -15.00 -26.63 0.0000
H 7.80 -14.03 -28.06 0.0000
H 4.65 -13.07 -21.36 0.0000
H 4.02 -4.60 -28.06 0.0048
H 1.28 -7.89 -27.21 0.0238
H 1.09 -12.45 -28.15 0.0000
H 4.55 -15.51 -25.23 0.0000
H 8.63 -14.48 -31.52 0.0000
H 5.52 -13.78 -31.38 0.0000
H -3.28 -13.44 -26.70 0.0000
H -1.58 -19.27 -27.35 0.0000
H 2.61 -8.85 -32.54 0.0000
H 6.18 -12.28 -21.35 0.0000
H 2.83 -9.75 -28.74 0.0002
H 5.75 -12.98 -22.60 0.0000
H 4.37 -7.98 -29.86 -0.0002
H -0.47 -20.20 -26.36 0.0000
H 1.71 -13.90 -28.92 0.0000
H 2.98 -10.33 -33.10 0.0000
H -3.44 -15.85 -25.97 0.0000
H 7.92 -13.10 -32.14 0.0000
H 6.40 -12.91 -28.35 -0.0001
```

## Properties
2S+1: 2
E_LUMO (spin up / spin down) (eV): -6.1 / -11.0
Net charge: +2
Orbital gap (spin up / spin down) (eV): 7.704 / 2.826
Expectation value of S²: 0.759

***

DFT (the ωB97M-V functional and the def2-TZVPD basis) results for an isolated molecule of C2H8N4O in a non-equilibrium geometry.

```
15
Properties=species:S:1:pos:R:3:mulliken_charge:R:1
O -0.62 1.56 0.57 -0.7792
N 1.61 1.78 1.95 -0.4359
N 0.41 0.09 -0.95 -0.4427
N 1.53 0.99 0.84 -0.4440
N 0.41 0.95 0.29 1.1414
C -1.08 -1.86 -0.51 -1.0476
C -0.86 -0.53 -1.22 -0.3223
H 1.18 -0.57 -0.83 0.2697
H -1.62 0.20 -0.93 0.3246
H -2.03 -2.29 -0.82 0.3338
H 2.54 2.15 2.06 0.2597
H -0.29 -2.56 -0.74 0.2962
H -1.11 -1.71 0.57 0.3063
H -0.92 -0.66 -2.31 0.2924
H 0.86 2.46 2.03 0.2477
```

## Properties
E_LUMO (eV): 1.2
Orbital gap (eV): 9.731
Energy relative to the best compared isomer or geometry (same formula, charge and spin) (kcal/mol): 106.86

***

DFT (the ωB97M-V functional and the def2-TZVPD basis) results for a cluster of 3 separate species, C4H10O2 in total in a non-equilibrium geometry.

```
16
Properties=species:S:1:pos:R:3:mulliken_charge:R:1
O 2.44 0.19 -4.77 -0.6376
O 0.07 3.24 -1.76 -0.6293
C -2.05 0.00 1.25 -0.7466
C -0.82 -0.48 1.42 0.0881
C -0.52 -1.82 1.95 -0.1415
C 0.55 -2.00 2.72 -0.6909
H -0.65 3.17 -1.12 0.3266
H 0.06 0.12 1.21 0.2804
H 1.31 -1.24 2.82 0.2106
H 2.27 0.75 -4.00 0.3145
H -2.34 0.90 0.73 0.2338
H -2.85 -0.64 1.60 0.2120
H 0.78 -2.87 3.32 0.2554
H -1.35 -2.51 1.97 0.2985
H 2.80 0.83 -5.40 0.3232
H 0.30 2.32 -1.94 0.3027
```

## Properties
E_LUMO (eV): 0.4
Orbital gap (eV): 9.588
Energy relative to the best compared isomer or geometry (same formula, charge and spin) (kcal/mol): 49.51

***

DFT (the ωB97M-V functional and the def2-TZVPD basis) results for an isolated molecule of C21H20N2O3 in a non-equilibrium geometry.

```
46
Properties=species:S:1:pos:R:3:mulliken_charge:R:1
O 0.59 -1.86 -0.03 -0.6146
O -4.63 -4.25 2.41 -0.5648
O -5.21 -2.15 2.57 -0.5757
N -4.45 -3.05 2.18 0.9008
N 2.42 1.85 0.36 -0.6328
C -2.77 -1.35 1.53 -0.4877
C 2.71 1.56 2.70 -0.4411
C 1.91 -0.44 3.79 -0.7152
C 1.64 -0.19 1.39 1.2180
C -3.25 -2.66 1.51 -0.1677
C -2.50 -3.64 0.80 -0.5684
C 1.97 1.41 -0.83 0.8937
C 1.17 -0.63 0.15 0.6974
C 1.36 0.17 -0.98 0.3448
C -1.49 -1.04 0.98 0.3023
C 2.14 2.39 -1.96 -1.1769
C 1.44 -0.94 2.58 -0.6552
C 2.53 0.81 3.85 -0.5144
C -0.20 2.57 -3.06 -0.8930
C 0.79 -0.30 -2.34 -1.8737
C -1.28 -3.30 0.24 -0.7864
C -0.99 1.51 -2.25 -0.7146
C 2.27 1.07 1.45 -0.2947
C 0.91 3.29 -2.25 -0.6540
C -0.69 0.04 -2.54 -0.5763
C -0.73 -2.03 0.37 0.0822
H 0.18 2.12 -3.97 0.4065
H -2.83 -4.66 0.73 0.4568
H 1.41 0.11 -3.13 0.5552
H -0.91 1.72 -1.18 0.2658
H 2.98 3.05 -1.74 0.4863
H -0.75 -4.08 -0.27 0.4926
H -1.29 -0.56 -1.90 0.2359
H 0.54 3.67 -1.29 0.3734
H 2.88 1.19 4.80 0.3874
H -2.04 1.64 -2.56 0.5266
H 3.21 2.54 2.74 0.4231
H 2.41 1.96 -2.93 0.4277
H -0.89 3.35 -3.44 0.3141
H 0.93 -1.35 -2.39 0.5955
H 1.81 -1.04 4.70 0.3889
H -1.11 -0.03 1.14 0.4839
H -3.36 -0.51 1.95 0.4350
H 1.24 4.15 -2.88 0.3642
H -1.00 -0.24 -3.55 0.4153
H 0.95 -1.91 2.57 0.4341
```

## Properties
E_LUMO (eV): -0.7
Orbital gap (eV): 8.010
Energy relative to the best compared isomer or geometry (same formula, charge and spin) (kcal/mol): 111.48

***

DFT (the ωB97M-V functional and the def2-TZVPD basis) results for an isolated molecule of C3H7N3O.

```
14
Properties=species:S:1:pos:R:3:mulliken_charge:R:1
O 0.86 2.35 -0.40 -0.5702
N -1.79 -0.88 0.81 -0.8690
N 0.40 0.05 0.27 -0.1535
N -1.11 1.07 -0.75 -0.2361
C -1.06 -0.50 -0.20 0.2310
C 0.10 1.42 -0.35 0.2869
C 1.64 -0.60 -0.16 -0.8588
H -2.40 -1.66 0.57 0.2128
H 0.30 0.08 1.29 0.3590
H 1.72 -1.59 0.29 0.3479
H -0.90 -1.08 -1.12 0.4034
H 2.49 0.02 0.13 0.3234
H -1.79 1.70 -1.16 0.2030
H 1.63 -0.70 -1.25 0.3205
```

## Properties
E_LUMO (eV): 0.8
Orbital gap (eV): 9.139
Energy relative to the best compared isomer or geometry (same formula, charge and spin) (kcal/mol): 62.50

***

no.,E (Eh)
1,-7890.01071
2,-5946.23798
3,-375.13631
4,-308.81925
5,-1147.37826
6,-357.95027